# 1
# C4H7NO2

3 unconnected molecules or ions with the total composition C4H7NO2 at a distorted geometry (ωB97M-V/def2-TZVPD, OMol25).

CARTESIAN COORDINATES (ANGSTROEM)
O (-1.28, 0.66, 1.28)
C (-0.59, -0.48, 1.54)
C (-1.17, -1.68, 1.54)
N (0.41, 0.18, -1.25)
C (0.89, -0.07, -2.39)
C (1.03, 2.49, 0.40)
O (1.86, 2.96, -0.20)
H (-0.64, 1.37, 1.11)
H (0.47, -0.35, 1.74)
H (-0.58, -2.56, 1.78)
H (-2.23, -1.80, 1.33)
H (-0.43, -0.36, -1.06)
H (0.45, -0.78, -3.11)
H (1.81, 0.43, -2.71)

Values from the calculation:
DFT total energy in eV: -9844.615
F_max in eV/A: 1.41

=====

# 2
# C4H7NO2

A single C4H7NO2 molecule at a distorted geometry (ωB97M-V/def2-TZVPD, OMol25).

CARTESIAN COORDINATES (ANGSTROEM)
C (0.17, -1.02, 1.31)
C (-0.57, 0.30, 0.88)
O (0.41, 1.29, 0.65)
C (0.61, 1.26, -0.74)
C (-0.14, 0.03, -1.20)
N (-0.07, -0.58, -2.28)
O (-1.26, 0.01, -0.28)
H (-0.50, -1.87, 1.19)
H (0.31, -0.79, 2.36)
H (1.18, -1.31, 0.94)
H (-1.24, 0.68, 1.66)
H (1.67, 1.31, -0.95)
H (0.09, 2.10, -1.20)
H (-0.67, -1.40, -2.35)

Values from the calculation:
DFT total energy in eV: -9845.151
F_max in eV/A: 2.56

=====

# 3
# C4H7NO2

A single C4H7NO2 molecule (ωB97M-V/def2-TZVPD, OMol25).

CARTESIAN COORDINATES (ANGSTROEM)
C (2.20, 1.02, 0.31)
C (0.30, 0.76, -0.89)
N (0.96, 0.24, 0.15)
O (-1.01, 0.60, -0.93)
C (-1.76, -0.19, -0.02)
C (-1.51, -1.65, -0.35)
O (-1.58, -2.54, 0.45)
H (1.95, 2.07, 0.15)
H (2.60, 0.89, 1.31)
H (2.92, 0.74, -0.45)
H (0.57, -0.26, 0.95)
H (-1.59, 0.02, 1.04)
H (-2.80, 0.06, -0.26)
H (-1.25, -1.81, -1.42)

Values from the calculation:
DFT total energy in eV: -9843.611
F_max in eV/A: 0.77

=====

# 4
# C4H7NO2

A molecular structure, C4H7NO2 at a distorted geometry (ωB97M-V/def2-TZVPD, OMol25).

CARTESIAN COORDINATES (ANGSTROEM)
C (-1.23, -1.52, 0.40)
C (-0.44, 0.82, -0.37)
C (-0.29, -0.36, 0.42)
N (2.20, -0.26, 0.24)
C (-0.39, 1.88, -1.10)
O (1.07, -0.91, -0.24)
O (-0.14, 0.45, 1.45)
H (2.39, 0.55, -0.36)
H (1.99, 0.09, 1.18)
H (-1.23, -1.99, -0.58)
H (-0.89, -2.24, 1.15)
H (-2.24, -1.18, 0.65)
H (-0.66, 2.85, -0.70)
H (-0.12, 1.81, -2.14)

Values from the calculation:
DFT total energy in eV: -9840.862
F_max in eV/A: 2.97

=====

# 5
# C4H7NO2

A single C4H7NO2 molecule at a distorted geometry (ωB97M-V/def2-TZVPD, OMol25).

CARTESIAN COORDINATES (ANGSTROEM)
O (-1.67, -0.06, -1.32)
C (-0.57, 0.14, -0.86)
N (0.61, 0.11, -1.56)
C (1.86, -0.05, -0.95)
O (2.84, -0.35, -1.56)
C (-0.60, 0.60, 0.61)
C (-0.99, -0.58, 1.50)
H (0.69, 0.28, -2.59)
H (1.90, 0.37, 0.11)
H (-1.37, 1.45, 0.54)
H (0.33, 0.99, 1.03)
H (-1.81, -1.29, 1.01)
H (-0.07, -1.26, 1.43)
H (-1.15, -0.35, 2.60)

Values from the calculation:
DFT total energy in eV: -9846.147
F_max in eV/A: 2.76

=====

# 6
# C4H7NO2

A single C4H7NO2 molecule at a distorted geometry (ωB97M-V/def2-TZVPD, OMol25).

CARTESIAN COORDINATES (ANGSTROEM)
O (-3.38, 0.14, 0.25)
C (-2.23, 0.45, 0.06)
N (-1.20, 0.23, 0.94)
C (0.16, 0.43, 0.54)
C (0.89, -0.78, -0.04)
C (1.93, -0.27, -1.02)
O (2.80, 0.52, -0.76)
H (-1.85, 0.98, -0.83)
H (-1.41, -0.39, 1.65)
H (0.74, 0.82, 1.37)
H (0.18, 1.26, -0.17)
H (0.22, -1.38, -0.65)
H (1.29, -1.41, 0.75)
H (1.85, -0.59, -2.08)

Values from the calculation:
DFT total energy in eV: -9846.068
F_max in eV/A: 2.14

=====

# 7
# C4H7NO2

2 unconnected molecules or ions with the total composition C4H7NO2 (ωB97M-V/def2-TZVPD, OMol25).

CARTESIAN COORDINATES (ANGSTROEM)
C (1.06, -0.02, 1.68)
C (0.28, 0.39, 0.46)
C (-0.99, -0.38, 0.09)
N (-1.52, 0.05, -1.17)
C (-1.25, 1.06, -1.80)
O (-1.15, 1.96, -2.53)
O (0.62, 1.34, -0.22)
H (0.47, 0.19, 2.58)
H (1.98, 0.56, 1.70)
H (1.30, -1.09, 1.67)
H (1.16, -1.29, -1.51)
H (-1.73, -0.22, 0.89)
H (-0.79, -1.45, 0.07)
H (0.56, -1.10, -1.90)

Values from the calculation:
DFT total energy in eV: -9845.569
F_max in eV/A: 0.83

=====

# 8
# C4H7NO2

A single C4H7NO2 molecule at a distorted geometry (ωB97M-V/def2-TZVPD, OMol25).

CARTESIAN COORDINATES (ANGSTROEM)
C (2.08, 0.50, 0.03)
C (0.60, 0.74, -0.04)
C (-0.40, -0.28, -0.09)
N (-0.38, -1.59, 0.40)
C (-1.59, 0.42, -0.38)
O (-2.79, -0.04, 0.01)
O (0.10, 1.90, -0.20)
H (-2.88, 0.07, 0.97)
H (0.54, -1.98, 0.58)
H (-0.88, -2.23, -0.21)
H (-1.74, 1.12, -1.19)
H (2.56, 1.03, -0.80)
H (2.47, 0.90, 0.96)
H (2.32, -0.56, -0.05)

Values from the calculation:
DFT total energy in eV: -9844.413
F_max in eV/A: 3.03

=====

One value per record, in order, for energy relative to the best compared isomer or geometry (same formula, charge and spin): 61.4; 49.1; 84.6; 148.0; 26.1; 27.9; 39.4; 66.1 kcal/mol.